The following is a quantum chemistry calculation of one molecule with the formula C2H7N5, from OMol25.

The HOMO energy comes out at -0.3285 hartree. The HOMO-LUMO gap comes out at 0.3594 Ha. For the energy relative to the best compared isomer or geometry (same formula, charge and spin), the calculation gives 4.679 eV. The total charge is 0. The SMILES is [H]/N=C/NN/C=N\N. The LUMO energy comes out at 0.842 eV. The total energy is -354.01944 a.u.

Positions of all 14 atoms, in Å:
C1 1.72774 -0.13108 0.40228
C2 -1.06609 0.53860 -0.99935
H1 -0.23656 0.08609 2.88587
H2 -0.76496 -0.22529 1.03031
H3 2.83319 0.17967 0.18477
H4 1.69733 -0.85847 -1.61249
H5 -0.60578 -1.34885 -0.76266
H6 -0.50710 1.54232 -1.02620
H7 -2.83629 1.27414 -0.55228
N1 -0.07224 -0.50104 1.89402
N2 1.21681 -0.14065 1.54146
N3 1.14061 -0.11536 -0.96804
N4 -0.17203 -0.50468 -1.13559
N5 -2.35463 0.20460 -0.88209